one:
One molecule with the formula C23H27N5O3, computed with ωB97M-V with the def2-TZVPD basis set.

## Properties
LUMO level   0.64 eV
HOMO level   -7.53 eV
Charge   0
SMILES   CCN(CC(=O)Nc1ccc(N2CCOCC2)cc1)Cc1nc2ccccc2c(=O)[nH]1
Kohn-Sham gap   8.17 eV

Geometry (Å):
C -6.865 -0.120 0.965
C -6.009 0.026 -0.295
N -4.581 -0.165 -0.109
C -4.209 -1.518 0.277
C -2.796 -1.798 -0.244
O -2.602 -2.098 -1.401
N -1.829 -1.639 0.694
C -0.443 -1.528 0.498
C 0.163 -1.655 -0.745
C 1.521 -1.445 -0.881
C 2.320 -1.100 0.212
N 3.668 -0.785 0.085
C 4.251 -0.630 -1.231
C 5.514 0.230 -1.109
O 6.443 -0.315 -0.203
C 5.861 -0.459 1.071
C 4.627 -1.360 1.009
C 1.699 -1.003 1.461
C 0.346 -1.216 1.601
C -3.943 0.850 0.703
C -2.518 1.111 0.282
N -1.662 1.462 1.172
C -0.385 1.757 0.757
C 0.562 2.149 1.707
C 1.847 2.449 1.318
C 2.221 2.367 -0.021
C 1.303 1.981 -0.970
C -0.005 1.675 -0.595
C -0.990 1.263 -1.594
O -0.799 1.153 -2.784
N -2.244 1.014 -1.045
H -7.909 0.049 0.718
H -6.770 -1.120 1.383
H -6.569 0.604 1.721
H -6.335 -0.699 -1.045
H -6.150 1.025 -0.718
H -4.883 -2.213 -0.226
H -4.269 -1.679 1.366
H -2.123 -1.406 1.633
H -0.428 -1.909 -1.608
H 1.953 -1.559 -1.861
H 3.544 -0.117 -1.882
H 4.520 -1.603 -1.674
H 6.026 0.295 -2.070
H 5.228 1.240 -0.779
H 6.628 -0.896 1.712
H 5.571 0.528 1.463
H 4.190 -1.458 2.000
H 4.939 -2.359 0.662
H 2.273 -0.725 2.331
H -0.112 -1.108 2.574
H -3.939 0.619 1.780
H -4.487 1.791 0.571
H 0.257 2.210 2.740
H 2.574 2.753 2.057
H 3.232 2.611 -0.313
H 1.560 1.912 -2.016
H -2.970 0.663 -1.663

two:
One molecule with the formula C23H27N5O3, computed with ωB97M-V with the def2-TZVPD basis set.

## Properties
LUMO level   -0.63 eV
HOMO level   -8.11 eV
Charge   0
SMILES   [H]/N=c1/c(C(=O)NC2CCCCC2)cc2c(=O)n3ccccc3nc2n1C[C@H]1CCCO1
Kohn-Sham gap   7.49 eV

Geometry (Å):
H 1.214 1.636 0.822
N 1.416 0.684 0.552
C 0.424 -0.096 0.364
C 0.630 -1.481 -0.024
C 1.982 -2.100 -0.261
O 2.072 -3.264 -0.620
N 3.030 -1.297 -0.048
C 4.399 -1.712 -0.230
C 5.180 -1.594 1.083
C 5.362 -0.136 1.499
C 6.059 0.651 0.394
C 5.256 0.572 -0.900
C 5.075 -0.882 -1.328
C -0.435 -2.305 -0.201
C -1.763 -1.855 -0.015
C -2.871 -2.741 -0.194
O -2.841 -3.911 -0.505
N -4.153 -2.118 0.036
C -5.263 -2.889 -0.108
C -6.508 -2.390 0.087
C -6.654 -1.032 0.449
C -5.548 -0.255 0.594
C -4.248 -0.789 0.388
N -3.205 -0.011 0.535
C -1.974 -0.519 0.345
N -0.915 0.316 0.516
C -1.193 1.695 0.873
C -1.050 2.667 -0.321
C -2.096 2.418 -1.408
C -3.293 3.202 -0.874
C -2.627 4.355 -0.112
O -1.272 3.990 0.122
H 2.818 -0.343 0.240
H 4.358 -2.763 -0.539
H 4.652 -2.144 1.864
H 6.160 -2.058 0.948
H 4.388 0.311 1.706
H 5.952 -0.091 2.417
H 6.176 1.694 0.697
H 7.057 0.237 0.228
H 4.280 1.037 -0.752
H 5.771 1.123 -1.691
H 4.472 -0.933 -2.237
H 6.051 -1.321 -1.545
H -0.265 -3.332 -0.490
H -5.056 -3.913 -0.385
H -7.371 -3.023 -0.034
H -7.639 -0.623 0.607
H -5.606 0.784 0.872
H -0.523 2.016 1.676
H -2.217 1.734 1.244
H -0.029 2.623 -0.716
H -1.749 2.839 -2.352
H -2.310 1.361 -1.548
H -3.875 2.574 -0.200
H -3.945 3.562 -1.667
H -2.621 5.280 -0.700
H -3.118 4.557 0.846

Ranking the structures above by energy, two is first and the second is 12.3 kcal/mol behind.